# 1
72
Properties=species:S:1:pos:R:3:forces:R:3 method="wB97M-V/def2-TZVPD" e_homo_ev="-7.0130 / -6.7811" relative_energy_ev=1.203 total_energy_ha=-7917.778181 mol_weight_g_mol=943.92 multiplicity=2
Yb 0.4119 0.8860 -3.9149 -0.8 0.7 -0.2
Br -1.3471 1.4997 -1.1299 0.7 0.7 0.2
S -0.5972 5.7284 -4.4924 0.0 0.2 -0.1
S 0.1096 3.1823 -5.7012 0.2 -0.5 -0.5
S 0.7742 5.2710 -2.0340 0.4 0.2 0.2
S -0.6286 7.8810 -2.4060 -0.3 0.4 0.2
S 2.0712 -1.2435 -4.6028 0.2 -0.9 -0.6
S 2.2877 2.8585 -3.0035 0.2 -0.4 0.4
P 0.6091 -0.4411 1.9459 0.9 1.5 -1.3
N 4.0881 -1.9134 -3.0498 1.3 -0.3 0.4
N 2.3454 -0.7306 -2.0580 4.4 -1.2 2.7
N 1.0087 -0.5818 -2.0757 -3.2 0.0 -1.8
N 3.3170 0.2153 0.4411 -0.2 1.0 -1.6
C 2.9168 -1.3255 -3.1314 -2.5 1.9 0.7
C -0.4258 -1.8506 2.3010 -0.8 -0.4 1.4
C 0.1309 -3.1177 2.2543 0.5 -1.4 0.1
C -4.1204 1.3453 -1.2820 0.7 1.3 1.0
C -4.2776 -1.4839 -4.2996 -0.2 -0.5 0.0
C -0.3122 2.8511 5.0063 0.0 1.1 -0.1
C -1.8148 -0.3183 -3.6350 1.3 0.5 0.3
C 3.8301 -1.7443 4.1251 -0.1 0.3 -0.7
C 0.4737 3.1359 3.8790 0.8 1.2 0.5
C -0.6483 -4.2769 2.4891 -0.3 1.3 0.2
C -2.0222 -4.1350 2.7476 1.0 0.2 -0.5
C 2.3621 -0.8171 2.4341 -0.6 0.0 -0.1
C -5.3349 0.8062 -1.6742 -2.1 0.5 -0.2
C -2.9644 0.9259 -1.8651 -0.8 0.1 1.1
C 0.3643 4.2520 -4.4594 0.1 0.2 1.7
C -4.2192 -0.6014 -3.2005 -0.7 -0.5 -0.6
C 2.5382 -1.4543 3.6482 2.4 0.0 -0.5
C -0.7541 1.5641 5.2471 0.0 0.0 0.5
C 4.9249 -1.3189 3.3504 -0.8 -0.6 0.4
C 4.7439 -0.7262 2.1103 0.6 0.1 0.7
C -2.9746 -0.0247 -2.8685 0.4 -0.6 -1.4
C -5.4301 -0.2281 -2.5782 0.7 0.6 0.9
C 1.1451 4.0519 -3.2519 -1.4 1.1 -1.2
C -3.1364 -1.7568 -5.0173 -2.1 -0.7 0.1
C -2.5866 -2.8457 2.8617 0.2 -1.0 -0.4
C -0.1994 6.4312 -2.9495 0.7 -1.6 -0.3
C 0.8014 2.1146 3.0002 -1.0 0.0 0.2
C -0.3968 0.5374 4.3797 -0.7 -1.0 1.1
C 0.2532 0.8365 3.2012 0.8 -0.5 0.0
C -1.8001 -1.7207 2.6787 0.4 0.4 0.2
C -1.9279 -1.1971 -4.6853 1.4 0.8 0.4
C 3.4768 -0.4230 1.6740 -0.8 -0.2 0.1
H 1.6552 -1.7055 4.1417 -1.1 -0.6 1.2
H -0.5380 3.6964 5.6821 0.0 -0.7 -0.3
H 4.7486 -1.7237 -2.3085 -0.2 -0.4 -0.1
H -0.6259 -0.5189 4.7301 0.1 1.4 -1.0
H -3.2491 -2.4245 -5.8283 0.1 -0.7 -0.9
H -2.6043 -5.0461 2.8158 -0.2 0.2 0.3
H 0.8900 4.1972 3.7727 -0.7 -1.8 -0.1
H 0.5209 -1.3423 -2.6204 0.5 0.6 1.0
H -6.2147 1.3815 -1.3178 0.3 -1.0 0.0
H 2.5327 0.8661 0.3481 0.1 -0.4 0.4
H 4.2779 -2.5566 -3.7918 0.6 0.1 -0.2
H -4.1164 2.1293 -0.4889 0.1 -0.7 -0.8
H -2.2392 -0.7442 2.9639 0.4 -0.6 -0.7
H 5.9166 -1.4940 3.7259 0.3 -0.1 0.0
H 1.4218 2.2960 2.1398 0.1 0.2 -0.3
H 0.5157 -0.3878 -1.2211 0.5 0.0 0.7
H 2.8491 -0.5856 -1.0187 -1.2 -0.6 -2.5
H -5.2758 -1.9312 -4.5079 1.0 0.3 -0.2
H 4.1287 0.7097 0.0595 -0.1 -0.3 0.6
H -3.6580 -2.7767 3.0589 0.4 0.2 0.1
H -6.3477 -0.7702 -2.7963 0.1 0.4 -0.1
H 5.6131 -0.4618 1.5184 -0.1 0.1 0.0
H 1.2351 -3.2524 2.1158 -1.2 0.2 -0.1
H 4.0196 -2.3328 5.0192 -0.2 0.3 0.0
H -1.3653 1.3300 6.1246 0.4 0.2 -0.2
H -1.0130 -1.4143 -5.2674 -0.6 -0.1 0.0
H -0.1434 -5.2352 2.5420 -0.2 0.0 -0.2


# 2
6
Properties=species:S:1:pos:R:3:forces:R:3 method="wB97M-V/def2-TZVPD" e_homo_ev=-9.1780 relative_energy_ev=0.231 total_energy_ha=-1467.908220 mol_weight_g_mol=341.96
I 2.2506 1.6907 -0.3396 -0.6 -0.3 0.1
I -2.4435 1.4790 0.3441 1.4 -0.5 -0.1
S -0.6583 -0.3864 -1.7149 -0.1 -0.3 -0.5
S 0.8310 -0.4557 1.7584 -0.2 1.3 -1.8
C -0.6006 0.4367 -0.3679 -0.6 0.7 0.0
C 0.6706 0.4798 0.3984 0.0 -0.8 2.3


Copy entry 2 word for word.
6
Properties=species:S:1:pos:R:3:forces:R:3 method="wB97M-V/def2-TZVPD" e_homo_ev=-9.1780 relative_energy_ev=0.231 total_energy_ha=-1467.908220 mol_weight_g_mol=341.96
I 2.2506 1.6907 -0.3396 -0.6 -0.3 0.1
I -2.4435 1.4790 0.3441 1.4 -0.5 -0.1
S -0.6583 -0.3864 -1.7149 -0.1 -0.3 -0.5
S 0.8310 -0.4557 1.7584 -0.2 1.3 -1.8
C -0.6006 0.4367 -0.3679 -0.6 0.7 0.0
C 0.6706 0.4798 0.3984 0.0 -0.8 2.3